The following is a DFT calculation (the ωB97M-V functional and the def2-TZVPD basis) of a cluster of 2 separate species, CH4O2S in total in a non-equilibrium geometry.

frontier orbital gap = 10.7 eV
F_max = 2.14 eV/Å
DFT total energy = -589.16088 hartree
ΔE to the lowest compared entry with this formula, charge and spin = 0.191 eV
SMILES = O=CO.S

Each line ends with the Löwdin charge.
Atoms and positions in Å:
C -4.18181 0.51464 0.78737  -0.41
H -4.98548 0.48924 1.54323  0.14
O -4.20994 1.76286 0.26340  0.06
O -3.34019 -0.29245 0.59013  0.09
S 6.56450 -0.87688 -0.62037  0.45
H 6.64058 -2.17015 -0.27543  -0.23
H 7.04468 -1.17400 -1.84526  -0.22
H -3.53233 1.74674 -0.44306  0.12

---

The following is a DFT calculation (the ωB97M-V functional and the def2-TZVPD basis) of a structure of composition C23H17AuBrNO2STe.

frontier orbital gap = 6.6 eV
F_max = 0.15 eV/Å
DFT total energy = -4467.86204 hartree
ΔE to the lowest compared entry with this formula, charge and spin = 0.000 eV

Each line ends with the Löwdin charge.
Atoms and positions in Å:
C -1.45069 4.06921 0.86861  -0.01
H -0.55383 1.07665 -2.32567  0.08
H -0.82367 -2.18303 2.02919  0.08
C -0.97372 1.61196 1.16016  -0.60
H -2.41121 3.82188 0.43993  0.12
C -1.62036 -1.89758 2.70399  -0.13
H 1.50046 -5.73438 -2.62701  0.10
C -0.60304 3.05162 1.29374  -0.14
N 0.86923 -1.26617 -2.25580  0.03
C 1.02927 4.68307 1.97600  -0.11
C -3.67321 -1.12367 4.42298  -0.08
C 2.66182 -2.18777 -3.58788  -0.16
H 2.63617 1.20678 -3.64851  0.11
C -1.60835 -2.29945 4.02969  -0.07
Te -2.77715 -0.47911 0.25040  1.46
C 1.54238 -2.35081 -2.74228  -0.23
O -2.17790 1.42426 0.61609  -0.41
C 2.93523 -4.56505 -3.73080  -0.08
C 0.17192 5.68497 1.54601  -0.69
C 0.48379 1.10488 -1.98876  -0.03
C -3.69997 -0.72981 3.09381  -0.14
C 1.24955 -0.04735 -2.56764  -0.31
H 0.92193 2.05674 -2.28395  0.08
H 0.48403 1.03165 -0.90184  0.06
S -0.26977 -3.98259 -1.34978  0.48
H -4.47035 -0.82400 5.09022  0.11
H -1.71570 6.19211 0.66716  0.10
C 3.04916 -0.87030 -3.91500  0.00
C 0.63450 3.36329 1.84704  0.00
C 1.82000 -4.73448 -2.89050  -0.13
H -2.61007 -2.22510 5.92265  0.11
H -4.51915 -0.12481 2.72461  0.09
H 3.45609 -5.43996 -4.09788  0.10
H 3.90291 -0.71739 -4.56447  0.12
C 3.35656 -3.31538 -4.08093  -0.05
H 1.98894 4.93521 2.40425  0.10
H 4.21227 -3.16786 -4.72735  0.11
H 1.27926 2.55798 2.17197  0.12
Br 0.70362 7.49211 1.71697  0.75
Au -0.98733 -1.78315 -0.90549  0.28
C -1.06476 5.39376 0.99421  -0.11
C 1.10892 -3.66851 -2.38593  -0.64
C 2.35516 0.18931 -3.41450  -0.02
C -2.62906 -1.91084 4.88737  -0.07
H -0.79612 -2.91238 4.39712  0.11
C -2.66898 -1.11308 2.24163  -0.52
O -0.24880 0.70659 1.49617  0.04

---

The following is a DFT calculation (the ωB97M-V functional and the def2-TZVPD basis) of an isolated molecule of C24H41NO4.

frontier orbital gap = 9.5 eV
F_max = 0.71 eV/Å
DFT total energy = -1294.81918 hartree
ΔE to the lowest compared entry with this formula, charge and spin = 0.124 eV
SMILES = CCO[C@@H]1OC(C(=O)N2CCCCCCC2)=C[C@H](C2CCCCC2)[C@H]1CCCO

Each line ends with the Löwdin charge.
Atoms and positions in Å:
C 3.49673 2.30242 1.31521  -0.20
C 1.11755 -2.06662 -0.71241  -0.16
C -3.54031 2.43960 -1.39065  -0.22
H 1.81168 1.63508 5.20295  0.11
H -3.43245 -1.36640 -4.47084  0.11
C 0.64733 2.43092 3.58020  -0.13
H -3.45078 4.41904 -0.56988  0.08
H -4.32729 2.07767 -0.71604  0.13
H -3.64904 -1.66090 -2.03996  0.12
N 0.20232 1.86328 2.32008  -0.05
C -1.53970 -0.37985 -4.51273  -0.26
H 4.06231 1.86701 4.06829  0.11
H 0.92260 -5.88420 0.15398  0.11
H 2.36076 1.13939 -0.06373  0.11
H -0.42671 -3.04832 -1.81515  0.14
C -0.19973 -4.04549 0.05668  -0.16
H -1.96959 3.91052 -1.39689  0.08
C -0.24445 -2.76120 -0.77377  -0.28
H -1.16600 -4.55319 0.00543  0.12
H 1.07119 3.30201 1.11327  0.13
H -3.36550 0.09652 -0.28376  0.18
C -1.04917 -1.14302 0.95184  0.03
C 2.25347 -4.28135 -0.40931  -0.21
H 3.28662 3.33525 4.64870  0.11
O -1.07904 0.38524 3.45087  0.08
H -4.00447 2.78207 -2.32124  0.12
C 1.92338 1.76849 4.12539  -0.16
C -1.08590 0.17634 1.10364  -0.17
H 0.67445 -5.27035 -1.48220  0.11
H -2.27993 -2.47317 -0.14314  0.15
C 3.40605 3.22016 2.53439  -0.22
C -2.84349 -0.73638 -3.79976  -0.17
H 2.21054 0.57880 1.58566  0.10
H -2.34633 3.27101 0.20541  0.06
C 2.21441 -2.99444 -1.22708  -0.19
H 2.02354 -3.23640 -2.27531  0.12
H 1.99497 0.76837 3.69918  0.11
H 1.10270 -1.15378 -1.31050  0.12
C -2.77403 3.58592 -0.74171  -0.06
H 3.02703 -4.94762 -0.79692  0.11
O -0.77548 0.60856 -3.86260  -0.08
H -3.40516 0.18185 -3.62565  0.10
C 0.91183 2.22169 1.11053  -0.13
H 4.33598 1.61606 1.44926  0.11
H -0.00499 -3.80376 1.10278  0.12
H -1.78363 -0.03641 -5.53105  0.11
H -0.16884 2.26483 4.28656  0.12
H -0.89542 -1.26107 -4.59988  0.12
C 2.25205 1.47654 0.96897  -0.16
C -1.40268 -1.83683 -0.32703  -0.22
H 3.73242 2.93735 0.45660  0.11
H 2.61500 3.95499 2.38318  0.09
H 1.33711 -1.78551 0.31923  0.11
H -0.84589 -0.47197 -1.90976  0.14
O -1.59249 1.02555 0.15580  0.00
H 0.27472 1.99229 0.25930  0.11
H 2.50444 -4.04389 0.62707  0.11
C 3.22429 2.54603 3.89412  -0.20
C -2.66184 -1.49268 -2.48081  -0.13
H -1.38349 1.19639 -3.39222  0.07
H -2.23618 -2.47168 -2.71081  0.11
C -2.43319 0.40640 -0.80314  -0.30
H 0.78465 3.50637 3.45443  0.12
H -0.70607 -1.74572 1.77597  0.13
C -0.65378 0.81883 2.39225  -0.39
C 0.89687 -4.97689 -0.45327  -0.20
H 4.34267 3.78357 2.57971  0.11
H 3.18081 -2.48873 -1.17275  0.11
O -2.71682 1.34897 -1.78182  -0.11
C -1.76262 -0.82356 -1.43317  -0.19

---

The following is a DFT calculation (the ωB97M-V functional and the def2-TZVPD basis) of a structure of composition C20H40AsIMnN5OSi in a non-equilibrium geometry.

expectation value of S² = 3.77
frontier orbital gap (alpha / beta) = 5.6 / 5.6 eV
charge = +3
F_max = 4.70 eV/Å
DFT total energy = -5108.00353 hartree
2S+1 = 4
ΔE to the lowest compared entry with this formula, charge and spin = 0.670 eV

Each line ends with the Löwdin charge.
Atoms and positions in Å:
C -1.77378 -2.92889 -2.65039  -0.60
As 4.00895 1.03669 -0.04756  1.03
H 5.95543 2.81860 0.33822  0.07
H 6.35291 -0.09035 0.56509  0.06
H -2.80511 -0.43531 0.80944  0.08
H -1.83103 -2.02355 2.20451  0.09
C 1.00743 1.27886 4.22514  -0.14
H -3.88485 -2.05556 -2.50896  0.07
H -4.10016 -4.58760 0.68129  0.09
N 1.36603 -0.63333 3.11453  -0.02
H 0.04829 -3.20338 0.83913  0.01
H -4.47890 -0.95753 0.46612  0.11
H 0.06650 -1.75649 -2.92276  0.07
C -1.20200 -4.01365 -3.51993  -0.10
H 0.79230 -3.40099 -0.75339  0.07
H 4.80052 -0.51210 -1.90796  0.04
C 5.18850 2.57694 -0.47167  -0.29
H -1.33685 -3.58586 -4.47066  0.08
Mn 1.65778 1.65860 0.99594  0.78
C 1.09147 -0.96338 4.38944  -0.11
C -3.41820 -1.13145 0.21972  -0.05
C -0.09953 5.76783 0.48965  0.06
H -2.79871 3.30188 -1.78118  0.11
H -3.81815 -3.67790 -3.13541  0.07
C 3.83999 -0.05300 -1.72345  -0.27
H -2.34385 -3.71615 2.16071  0.08
Si -1.71317 -3.38228 -0.71893  1.20
C -2.69345 -2.70941 1.95855  -0.11
H 0.09919 -1.76043 -0.37122  0.05
C -4.30281 -3.59766 0.28687  -0.09
H 1.34386 -1.27103 2.23724  0.19
H -1.51459 4.04598 -2.63370  0.11
C 0.91535 0.20778 5.16072  -0.73
H -1.57041 -5.00056 -3.39479  0.09
C -1.14833 5.25978 -0.23631  0.05
H 0.11089 6.81502 0.74082  0.14
C -3.28132 -2.75083 -3.12072  -0.07
C -3.08921 -2.62451 0.49361  -0.60
H 4.89053 -1.05701 1.15488  0.03
H 2.33637 6.21305 1.30962  0.16
C -0.99463 -1.61255 -2.96690  -0.07
H -3.35155 -0.82293 -0.81652  0.05
H 3.15332 -0.85253 -1.40351  0.01
H 1.07683 -1.99652 4.68000  0.13
C -1.71127 3.36932 -1.80059  0.02
H 2.76796 4.52457 1.74365  0.11
H -1.91201 5.85894 -0.65372  0.15
H 0.77896 2.33937 4.38268  0.12
N 0.64092 3.52020 0.97674  0.07
N -1.09639 3.93482 -0.61054  -0.03
N 2.10015 5.21110 1.43300  0.21
H -1.22394 -0.81585 -2.25586  0.07
N 1.30732 0.75793 2.96797  -0.10
O -0.52095 1.78118 0.12953  -0.07
H -0.11988 -4.11185 -3.35967  0.10
C -0.36414 3.06401 0.14462  -0.46
H -4.71220 -3.63854 -0.72959  0.08
H 3.42690 0.49578 -2.57439  0.04
H -1.20136 -1.28190 -3.96910  0.10
C 5.33469 -0.06260 0.98863  -0.27
H 5.34387 0.51405 1.95106  0.04
H -1.28239 2.40151 -2.01768  0.09
H 5.64261 2.42249 -1.43448  0.03
I 0.65872 0.57347 7.19241  0.97
H -3.49508 -2.44684 2.60183  0.09
C -0.00564 -2.85400 -0.17390  -0.18
H 4.54987 3.49833 -0.57875  0.02
H -3.23149 -2.44817 -4.21432  0.12
C 0.90328 4.83969 0.97510  -0.33
H -5.13034 -3.26330 0.92005  0.10

---

The following is a DFT calculation (the ωB97M-V functional and the def2-TZVPD basis) of an isolated molecule of C3H5NO2 in a non-equilibrium geometry.

frontier orbital gap = 9.5 eV
F_max = 1.55 eV/Å
DFT total energy = -322.42941 hartree
ΔE to the lowest compared entry with this formula, charge and spin = 3.943 eV

Each line ends with the Löwdin charge.
Atoms and positions in Å:
N -1.61351 -0.14089 -0.10152  0.12
H 0.53558 -0.90693 1.17074  0.13
O 0.07145 1.10267 0.82137  -0.08
H -2.59940 -0.07347 -0.33941  0.06
C -1.19201 0.93780 0.41052  -0.32
H -1.76051 1.85175 0.60068  0.13
H 1.89941 0.25061 0.95042  0.14
H 1.36576 -1.26258 -2.10519  0.09
O 1.40159 -1.46571 -1.16358  0.04
C 0.89960 -0.04097 0.60931  -0.23
C 0.99205 -0.25228 -0.85335  -0.08

---

The following is a DFT calculation (the ωB97M-V functional and the def2-TZVPD basis) of a cluster of 2 separate species, C4H4O2S in total in a non-equilibrium geometry.

frontier orbital gap = 7.8 eV
F_max = 2.34 eV/Å
DFT total energy = -703.35829 hartree
ΔE to the lowest compared entry with this formula, charge and spin = 3.637 eV

Each line ends with the Löwdin charge.
Atoms and positions in Å:
O -1.61671 -0.17847 0.48408  -0.44
C 1.01585 -1.24100 -1.19714  0.00
H 0.68229 -1.71120 -2.06863  0.03
S -3.05759 -0.03792 0.47225  0.92
H -0.10927 0.59443 -1.42004  0.12
C 1.20624 0.73393 0.26948  -0.16
C 1.50298 1.56310 1.11330  0.10
O -3.72237 0.14385 1.74544  -0.43
H 1.76734 -1.89975 -0.64797  0.09
C 0.57340 -0.05470 -0.78865  -0.26
H 1.75784 2.08775 2.03787  0.04

---

The following is a DFT calculation (the ωB97M-V functional and the def2-TZVPD basis) of a structure of composition C4H20B4F8NO3V in a non-equilibrium geometry.

frontier orbital gap = 8.0 eV
charge = -2
F_max = 2.02 eV/Å
DFT total energy = -2287.66474 hartree
ΔE to the lowest compared entry with this formula, charge and spin = 0.000 eV

Each line ends with the Löwdin charge.
Atoms and positions in Å:
F 22.80060 -6.39481 -3.64774  0.08
C 20.79720 -5.60766 -8.97623  -0.33
H 19.85247 -9.40775 -7.56425  0.08
H 16.61052 -5.59758 -4.57806  -0.01
H 22.21695 -5.46202 -10.54904  0.08
C 20.46514 -8.59131 -7.15579  -0.05
H 22.76398 -5.86623 -8.34503  0.16
H 19.89194 -5.50897 -1.99750  -0.04
F 23.69242 -8.34279 -4.63894  0.08
H 22.09776 -4.50529 -7.80177  0.15
H 21.46553 -3.91166 -10.10654  0.09
O 19.94872 -7.56740 -3.69900  -0.35
B 20.09802 -2.03192 -6.61506  -1.11
H 18.38295 -4.84188 -4.31487  -0.03
F 20.76264 -0.76643 -6.83014  0.02
N 21.88338 -5.49846 -7.98880  0.19
F 19.91995 -2.22584 -5.23153  0.10
H 19.59486 -7.27538 -9.73614  0.13
F 25.07998 -6.57292 -4.04283  0.07
H 21.63112 -5.82112 -7.01745  0.11
H 21.23116 -4.53148 -3.04028  -0.02
C 20.43128 -7.08897 -9.04986  -0.21
B 17.76157 -5.82811 -4.35772  -0.41
H 20.93075 -4.17711 -1.16678  -0.01
H 19.91064 -5.16720 -8.52799  0.17
H 17.75454 -6.21606 -3.21443  -0.01
V 20.02587 -6.02816 -3.96332  0.76
C 21.27973 -4.97211 -10.26514  -0.03
H 20.13170 -8.50467 -6.12069  0.08
H 18.10398 -6.64382 -5.16787  0.00
H 19.62102 -3.74447 -2.63604  0.00
O 20.67465 -5.73043 -5.40381  -0.35
B 20.43332 -4.51005 -2.19817  -0.39
F 18.89668 -2.03476 -7.40931  0.04
H 21.54059 -8.69171 -7.28777  0.09
F 20.93788 -3.08161 -7.16723  0.04
B 23.79332 -6.94664 -4.49496  -1.18
H 20.53107 -5.06613 -11.04957  0.08
F 23.65596 -6.38747 -5.82893  0.03
H 21.20579 -7.78979 -9.39782  0.13
O 19.98712 -7.37688 -7.74967  -0.21

---

The following is a DFT calculation (the ωB97M-V functional and the def2-TZVPD basis) of a cluster of 10 separate species, C2H24N2O9 in total in a non-equilibrium geometry.

frontier orbital gap = 8.1 eV
F_max = 5.40 eV/Å
DFT total energy = -877.19761 hartree
ΔE to the lowest compared entry with this formula, charge and spin = 1.985 eV
SMILES = N/C=C/N.O.O.O.O.O.O.O.O.O

Each line ends with the Löwdin charge.
Atoms and positions in Å:
H -0.78092 -1.10581 -0.06662  0.01
H 3.36047 1.09534 0.30936  0.06
C 0.10154 -0.37582 2.09570  -0.23
N -2.02101 0.53839 3.00687  0.01
H -1.23896 -1.38001 3.61100  0.14
H -1.89276 1.96786 -1.00801  0.02
H -0.16080 -0.91378 -3.27202  0.01
H 1.23907 -1.76185 3.09590  0.06
H -0.86738 0.40639 -3.14828  0.04
O -1.57596 -0.97932 -0.58318  -0.03
H -2.03310 1.18235 2.19946  0.05
H 0.83558 -3.05643 0.77176  0.07
H 0.26771 0.56436 1.50387  0.13
O 2.41931 1.06704 0.50234  -0.05
H 2.68765 -2.12836 -0.28220  0.06
H 0.73729 -3.93297 -0.46138  0.00
O -1.40144 1.61358 -1.76146  -0.09
O -1.01797 -0.55621 -3.39482  -0.05
N 1.07473 -1.39682 2.20665  0.00
H 1.88954 -0.95927 -1.01973  0.01
H -1.42480 -1.20764 -1.47611  0.00
C -1.00690 -0.49862 2.88870  -0.18
O -2.96967 1.37680 0.31965  -0.02
H -2.91777 0.12695 2.87417  0.04
O 0.86147 -3.05977 -0.23385  -0.05
H 2.11276 0.19153 0.65904  -0.06
H -2.91650 0.44257 0.25462  0.02
H 0.87561 0.97572 -1.95641  -0.02
O 0.96737 3.71531 -0.61051  0.00
H -3.71721 1.74830 -0.10764  0.06
O 2.71900 -1.17905 -0.56331  -0.11
H 1.31489 2.90975 -0.29783  -0.03
H 2.38111 1.00592 -2.47368  0.06
H 0.34855 3.31849 -1.16168  -0.03
H 1.96339 -0.99597 1.70122  0.10
O 1.58145 0.53009 -2.34586  0.00
H -1.79535 0.71097 -1.77573  0.02

---

> What is the formula in the fourth record?

C20H40AsIMnN5OSi